{"formula": "C53H126N6O13", "method": "ωB97M-V/def2-TZVPD", "symbols": ["C", "C", "C", "C", "C", "C", "N", "O", "C", "C", "C", "H", "H", "H", "H", "H", "H", "H", "H", "H", "H", "H", "H", "H", "H", "H", "H", "H", "H", "H", "C", "C", "C", "C", "C", "C", "N", "O", "C", "C", "C", "H", "H", "H", "H", "H", "H", "H", "H", "H", "H", "H", "H", "H", "H", "H", "H", "H", "H", "H", "C", "C", "C", "C", "C", "C", "N", "O", "C", "C", "C", "H", "H", "H", "H", "H", "H", "H", "H", "H", "H", "H", "H", "H", "H", "H", "H", "H", "H", "H", "C", "C", "O", "H", "H", "H", "H", "H", "H", "C", "C", "O", "H", "H", "H", "H", "H", "H", "C", "C", "O", "H", "H", "H", "H", "H", "H", "C", "C", "O", "H", "H", "H", "H", "H", "H", "C", "O", "C", "C", "N", "C", "C", "O", "C", "H", "H", "H", "H", "H", "H", "H", "H", "H", "H", "H", "H", "H", "H", "H", "C", "O", "C", "C", "N", "C", "C", "O", "C", "H", "H", "H", "H", "H", "H", "H", "H", "H", "H", "H", "H", "H", "H", "H", "C", "O", "C", "C", "N", "C", "C", "O", "C", "H", "H", "H", "H", "H", "H", "H", "H", "H", "H", "H", "H", "H", "H", "H"], "coordinates": [[15.893045, 24.663430, 13.354180], [15.904625, 24.738110, 14.881700], [15.040645, 23.552330, 15.461870], [15.715015, 22.148880, 15.402670], [17.093395, 22.217170, 16.055810], [18.020425, 23.401310, 15.568370], [17.210685, 24.636720, 15.452760], [18.012395, 25.760350, 15.078430], [19.100855, 23.531770, 16.719200], [18.699875, 22.952780, 14.307280], [15.155835, 26.023520, 15.326880], [14.892715, 24.399000, 13.011370], [16.665055, 24.002540, 12.960070], [16.158425, 25.564090, 12.800570], [14.776375, 23.787590, 16.492840], [14.126375, 23.441860, 14.878770], [15.881775, 21.903330, 14.353860], [15.023385, 21.437220, 15.853550], [17.597035, 21.271360, 15.856100], [16.980245, 22.225410, 17.139890], [18.604915, 23.856500, 17.633910], [19.509385, 22.555230, 16.979130], [19.888375, 24.265320, 16.546520], [17.983095, 22.472820, 13.640980], [19.096945, 23.774540, 13.711340], [19.497165, 22.213150, 14.380610], [14.182475, 26.082060, 14.839800], [15.724975, 26.903700, 15.027780], [14.967455, 26.123870, 16.395780], [18.049875, 26.296670, 15.873760], [8.583935, 23.222760, 11.307160], [9.391725, 21.887150, 11.368830], [10.609935, 22.037970, 10.365400], [11.761795, 21.021940, 10.552000], [12.144385, 21.071830, 11.992890], [11.056255, 20.815790, 13.050220], [9.945225, 21.744940, 12.739550], [8.939175, 21.624560, 13.658550], [10.685865, 19.296480, 13.113150], [11.631745, 21.249720, 14.392570], [8.479435, 20.717940, 10.933120], [8.137935, 23.324910, 10.317840], [9.222615, 24.081500, 11.513930], [7.736965, 23.268470, 11.991730], [10.206275, 21.873620, 9.366330], [10.893445, 23.084300, 10.251720], [12.666175, 21.219590, 9.976560], [11.462615, 20.009360, 10.281280], [12.625725, 22.026830, 12.203530], [12.942865, 20.357480, 12.193460], [11.487645, 18.647700, 13.465760], [9.788585, 19.183170, 13.721540], [10.438925, 18.935280, 12.114820], [12.045675, 22.257640, 14.363100], [10.909435, 21.220570, 15.208370], [12.526465, 20.692320, 14.669860], [8.034025, 20.859380, 9.948380], [7.651965, 20.547240, 11.621780], [8.972505, 19.747010, 10.885380], [8.854065, 22.481950, 14.081930], [11.549295, 18.537770, 19.590340], [11.264495, 19.442390, 18.365320], [11.427295, 18.624250, 17.037630], [10.299375, 17.633910, 16.796030], [8.938845, 18.378420, 16.771640], [8.673415, 19.168050, 18.035620], [9.842795, 19.998380, 18.421110], [9.642475, 20.867340, 19.507710], [7.512945, 20.078820, 17.647890], [8.290895, 18.201010, 19.176250], [12.322665, 20.590660, 18.237740], [11.193375, 17.517220, 19.449280], [10.977085, 18.944750, 20.424030], [12.615875, 18.605380, 19.804670], [11.517575, 19.226190, 16.133410], [12.300335, 17.971670, 17.031820], [10.301215, 16.755130, 17.440880], [10.448965, 17.164400, 15.823770], [8.287755, 17.510260, 16.669230], [8.887205, 19.028240, 15.898040], [7.127625, 20.622040, 18.510750], [7.863775, 20.739670, 16.855240], [6.672525, 19.516880, 17.240430], [7.899135, 18.725670, 20.047660], [7.521475, 17.491540, 18.871680], [9.158055, 17.627310, 19.503360], [12.140725, 21.339310, 19.008790], [12.163405, 21.117890, 17.297130], [13.357825, 20.261800, 18.329330], [9.763915, 20.311950, 20.281270], [13.655245, 17.367160, 10.510860], [14.658215, 16.355640, 11.120040], [15.515985, 16.952560, 12.039180], [14.087065, 18.232010, 10.007200], [12.954805, 17.720980, 11.267370], [12.973735, 16.928950, 9.781740], [15.274195, 15.838650, 10.384250], [14.037615, 15.675040, 11.702910], [15.636925, 16.312280, 12.744180], [13.772435, 14.406730, 19.637350], [14.329065, 15.773380, 19.304660], [15.362605, 15.899330, 20.207330], [13.281225, 14.401950, 20.610390], [14.616905, 13.718640, 19.675980], [13.073255, 14.047880, 18.882060], [13.596105, 16.576740, 19.378780], [14.795085, 15.820430, 18.320430], [15.032425, 15.809220, 21.104250], [18.842655, 18.982600, 18.614830], [18.270015, 17.847820, 19.418860], [17.570365, 16.983100, 18.581550], [19.721305, 18.618470, 18.082410], [19.228065, 19.737490, 19.300180], [18.144545, 19.409210, 17.894580], [17.638715, 18.230210, 20.220940], [19.010715, 17.279150, 19.981080], [16.762935, 16.664960, 18.991970], [14.395705, 18.932510, 14.843240], [15.677455, 18.250990, 15.440870], [15.324345, 17.511400, 16.616000], [13.907215, 19.609220, 15.544340], [13.639035, 18.200370, 14.561230], [14.646345, 19.350470, 13.868260], [16.379715, 19.048760, 15.682730], [16.161535, 17.694550, 14.638280], [16.186995, 17.326850, 16.994660], [18.771785, 10.849580, 15.590180], [17.399995, 10.956160, 15.127390], [16.591765, 9.814400, 15.376220], [15.201175, 10.039200, 14.762300], [14.423865, 11.039690, 15.524000], [13.118725, 11.287770, 14.953340], [12.495005, 12.607450, 15.497810], [13.069795, 13.701960, 14.762290], [12.869665, 14.986340, 15.341720], [19.409445, 11.620220, 15.157060], [19.266335, 9.887980, 15.452870], [18.806145, 11.029230, 16.664730], [16.521445, 9.604810, 16.443560], [17.106335, 8.967900, 14.921530], [14.664475, 9.107600, 14.582930], [15.431925, 10.377730, 13.752230], [14.936525, 11.897520, 15.377680], [12.552665, 10.439120, 15.337350], [13.158685, 11.299450, 13.864130], [12.631375, 12.731230, 16.572140], [11.431095, 12.570170, 15.263710], [11.892495, 15.053200, 15.820020], [13.082995, 15.772710, 14.617700], [13.505285, 15.191940, 16.203000], [18.988835, 17.547770, 14.543830], [18.393045, 18.112510, 13.360320], [18.981515, 19.357910, 13.014120], [18.267575, 19.836830, 11.653470], [16.836455, 19.765050, 11.766640], [16.121215, 20.338370, 10.603480], [15.762025, 21.787230, 10.817800], [15.440075, 22.313620, 9.545690], [14.727635, 23.480420, 9.627530], [19.180085, 18.192340, 15.401770], [19.978795, 17.123360, 14.376670], [18.439425, 16.693640, 14.939700], [20.017575, 19.255050, 12.691460], [18.673375, 20.118540, 13.731470], [18.607255, 19.245920, 10.802860], [18.623545, 20.851440, 11.474690], [16.499195, 18.845130, 12.011800], [15.142935, 19.948580, 10.322160], [16.691455, 20.230660, 9.680810], [16.608705, 22.362580, 11.192250], [14.893775, 21.891760, 11.468430], [14.369495, 23.846270, 8.665250], [15.288625, 24.297850, 10.080530], [13.776825, 23.387570, 10.152350], [16.199735, 14.450240, 14.883270], [16.098185, 14.613050, 13.490130], [16.810195, 13.633150, 12.735330], [18.278305, 13.903350, 12.581510], [18.628035, 15.282990, 12.088040], [18.520665, 15.367220, 10.647900], [18.608675, 16.799620, 10.135310], [18.750765, 16.792550, 8.687570], [18.655645, 18.084580, 8.114620], [15.738315, 15.170300, 15.559080], [17.215585, 14.433270, 15.278040], [15.774905, 13.490110, 15.176150], [16.418625, 13.672780, 11.718860], [16.657805, 12.633400, 13.141990], [18.690285, 13.176540, 11.881440], [18.743075, 13.839620, 13.565400], [17.990325, 15.963740, 12.475350], [17.586475, 14.919060, 10.309460], [19.300615, 14.765840, 10.180860], [19.520495, 17.211940, 10.567370], [17.760575, 17.400700, 10.463210], [17.716055, 18.543080, 8.422940], [18.768395, 17.988290, 7.034750], [19.482555, 18.705520, 8.459220]], "forces_ev_per_a": [[0.267, 0.174, -0.779], [-1.700, -0.821, 0.023], [0.765, -0.651, -0.443], [0.384, 1.859, -0.277], [-0.259, 0.032, 0.151], [-0.045, -0.866, 1.598], [1.062, 0.267, 1.730], [0.044, -0.578, -0.413], [-1.103, 0.542, -0.092], [0.006, 0.012, -1.858], [0.584, 0.210, -0.249], [0.086, -0.289, -0.180], [-0.415, -0.613, 0.213], [-0.128, 0.622, 0.561], [0.016, 0.014, 0.078], [-0.169, 0.472, 0.051], [-0.323, -0.296, -0.191], [0.355, -0.177, 0.000], [0.385, -0.003, -0.134], [-0.017, 0.402, 0.161], [-0.252, 0.137, 0.021], [0.201, -0.042, -0.431], [0.076, -0.204, -0.415], [-0.266, -0.081, -0.092], [0.137, 0.262, 0.237], [0.085, 0.096, 0.688], [0.020, -0.137, -0.157], [-0.024, 0.045, -0.132], [0.221, -0.411, 0.130], [-0.002, 0.009, 0.158], [0.120, -0.607, -0.032], [0.621, 0.138, -0.376], [-0.822, -0.691, -0.915], [-0.790, 0.523, 0.477], [0.924, -0.449, 1.092], [0.226, -0.038, -0.378], [1.405, 0.501, -1.343], [-1.493, -0.639, 1.029], [-0.500, 0.769, -0.605], [0.476, 0.377, 0.391], [-0.144, -0.383, 0.177], [0.195, 0.069, -0.163], [0.103, -0.062, -0.053], [0.089, -0.309, 0.203], [-0.377, -0.226, -0.139], [0.578, 0.034, 0.798], [-0.201, 0.341, -0.359], [-0.306, -0.029, -0.111], [-0.232, 0.365, 0.047], [0.137, -0.325, 0.058], [0.133, 0.302, 0.301], [0.086, -0.154, 0.152], [-0.048, -0.020, -0.048], [-0.428, 0.381, -0.306], [-0.041, -0.193, -0.054], [-0.317, -0.522, -0.101], [0.095, 0.347, -0.063], [-0.014, 0.330, 0.197], [0.395, 0.150, -0.018], [0.117, 0.139, 0.076], [-0.193, 0.858, -0.457], [-0.105, -0.240, -1.065], [-0.498, -1.131, 0.427], [-0.480, 0.864, -0.697], [1.888, -1.661, 0.030], [-0.443, -0.196, 0.846], [1.590, 0.117, -2.120], [-0.103, -0.539, -0.449], [-0.169, 0.227, 0.507], [-0.063, 0.036, 0.051], [-1.378, 0.285, 0.640], [0.334, -0.023, -0.090], [0.324, -0.103, 0.387], [-0.083, -0.369, 0.235], [-0.120, 0.420, 0.349], [0.699, 0.511, 0.535], [-0.091, 0.255, 0.652], [0.030, 0.147, -0.328], [-0.998, 0.656, -0.003], [0.012, -0.070, -0.058], [0.138, 0.305, -0.110], [-0.086, 0.270, 0.207], [0.076, -0.292, 0.020], [0.020, 0.175, 0.035], [-0.061, 0.037, -0.114], [-0.110, -0.052, -0.067], [0.089, -0.001, 0.195], [0.119, -0.145, -0.114], [-0.129, -0.338, -0.138], [-0.138, -0.046, 0.660], [-0.035, -0.160, -0.049], [-1.411, 0.311, -0.336], [0.544, 1.264, 0.469], [0.306, -0.104, 0.180], [0.295, 0.214, 0.381], [0.296, -0.504, -0.190], [-0.349, -0.180, -0.380], [-0.015, -0.650, -0.436], [0.346, -0.297, 0.308], [-0.585, -0.345, -1.004], [-0.804, -1.047, -0.292], [2.047, 1.475, 1.149], [-0.090, 0.077, 0.032], [-0.097, -0.088, -0.036], [-0.195, -0.100, 0.070], [-0.078, 0.054, -0.032], [-0.280, -0.094, -0.135], [0.019, 0.051, 0.064], [1.018, -0.164, 0.219], [-0.366, 0.320, 0.963], [-0.501, -0.625, -1.270], [-0.029, 0.026, -0.329], [-0.164, 0.260, -0.084], [-0.134, -0.003, 0.220], [-0.471, 0.206, -0.103], [0.579, 0.047, -0.240], [-0.001, -0.120, 0.640], [0.766, -1.245, 0.097], [-1.805, 1.323, -0.706], [0.378, 0.146, -0.906], [0.373, 0.124, -0.127], [-0.028, -0.459, 0.310], [0.184, 0.662, 0.235], [0.149, 0.143, 0.251], [-0.075, -0.583, 0.173], [0.276, -0.252, 0.715], [-0.792, 0.280, 0.667], [1.113, 0.256, -0.066], [0.006, -0.198, 0.034], [0.794, 0.430, 0.062], [1.216, -0.063, -0.437], [-0.335, 0.244, 1.288], [0.414, -0.329, -1.420], [0.196, 0.019, 0.362], [-0.034, -0.508, 0.760], [-0.453, 0.038, -0.424], [-0.406, -0.299, -0.500], [-0.160, 0.006, 0.248], [-0.087, 0.131, 0.262], [-0.238, -0.362, -0.209], [-0.126, -0.109, 0.647], [-0.166, 0.351, -0.429], [0.305, 0.189, 0.326], [-0.729, 0.068, -0.493], [-0.371, 0.115, -0.230], [0.194, -0.134, 0.109], [-0.268, 0.088, 0.187], [-0.588, 0.229, -0.634], [-0.333, -0.215, -0.159], [0.703, -0.272, 0.038], [0.590, -0.577, -0.082], [0.742, -0.312, 1.444], [-2.201, 0.182, -2.842], [0.623, -0.764, 1.261], [-1.357, 0.856, -0.328], [0.133, 0.010, 0.369], [0.712, 0.463, -0.514], [-0.020, -0.788, -0.601], [-1.069, 1.455, -0.194], [-0.625, 0.841, -0.180], [0.231, 0.032, -0.725], [-0.637, 0.159, -0.403], [0.382, 0.146, 0.890], [0.778, -0.006, 0.401], [0.402, -0.098, 0.016], [-0.207, 0.260, 0.061], [0.108, -0.226, -0.090], [0.131, -1.035, 0.628], [0.383, 0.222, -0.130], [0.085, 0.073, 0.488], [0.072, -0.038, 0.377], [0.587, -0.323, -0.469], [0.200, 0.109, 0.234], [-0.090, -0.308, 0.680], [0.524, -1.133, 1.233], [-0.024, 0.669, 0.225], [-0.347, 0.159, -0.708], [0.677, 1.846, 0.582], [-0.006, -1.012, 0.089], [-0.437, -0.120, -0.707], [0.819, -0.492, -0.812], [-0.396, -0.322, 0.912], [0.368, -0.466, 0.543], [-0.587, 0.658, -1.048], [0.539, -0.073, -0.475], [-0.042, -0.077, -0.083], [-0.604, -0.020, 0.098], [-0.126, -0.085, 0.148], [0.191, -0.089, 0.213], [0.311, -0.410, -0.037], [-0.130, 0.093, 0.341], [-0.389, 0.013, -0.354], [0.264, 0.092, 0.002], [0.112, 0.348, 0.105], [-0.242, -0.041, -0.117], [-0.158, 0.227, -0.329], [-0.346, -0.067, 0.071], [0.116, 0.269, 0.147]], "smiles": "CC1(C)CCCC(C)(C)N1O.CC1(C)CCCC(C)(C)N1O.CC1(C)CCCC(C)(C)N1O.COCCNCCOC.COCCNCCOC.COCCNCCOC.CCO.CCO.CCO.CCO", "fmax_ev_per_a": 3.599, "orbital_gap_ev": 8.66, "e_tot_ha": -3401.25617, "charge": 0, "e_homo_ev": -8.24}